No. 1
44
Properties=species:S:1:pos:R:3:forces:R:3 method="wB97M-V/def2-TZVPD" spin_multiplicity=3 lumo_ev="-6.0 / -11.0" e_tot_ev=-136518.9317 total_charge=+2 orbital_gap_ev="8.28 / 3.30"
Cu 1.050891 -0.523941 -3.044476 -0.70 1.46 0.30
Br 1.083613 0.419503 -0.574370 0.24 -0.70 -0.25
C 4.138491 0.132858 2.415996 -3.44 0.58 -1.18
O 5.005802 -0.044778 3.275794 2.33 -0.25 2.68
N 4.328628 -0.144114 1.186358 2.47 -0.93 -2.74
N 2.888584 0.501166 2.608739 -0.76 0.65 2.15
H 5.256310 -0.347674 0.842735 -0.17 -0.08 -0.36
H 3.507275 -0.071095 0.603137 0.20 -0.31 -0.90
H 2.542051 0.824391 3.500663 -0.03 0.04 -0.15
H 2.401367 0.678207 1.741916 -0.73 0.45 0.21
C -1.723437 -3.729537 2.247964 -1.58 -0.48 -0.02
C -1.031078 -2.376232 2.422150 1.68 -3.42 -1.74
C 0.526411 -2.551273 2.563627 -0.63 0.06 0.88
O 0.894006 -3.337045 3.728900 -0.30 1.57 -0.81
C 2.195041 -2.953248 4.247869 -0.39 -0.04 -0.59
N -1.368407 -1.558178 1.265866 0.41 0.90 4.13
H -1.689662 -4.381019 3.121189 0.38 0.33 0.07
H -1.448196 -4.316965 1.372035 0.60 0.31 0.01
H -2.779594 -3.509336 2.092534 -0.29 -0.16 0.10
H -1.413681 -2.022139 3.379398 -0.48 0.98 0.14
H 0.807094 -1.499169 2.612501 1.09 0.05 0.28
H 0.941771 -3.032186 1.678015 -0.05 0.14 -0.20
H 2.929121 -2.962631 3.442183 0.16 -0.32 -0.11
H 2.489749 -3.649704 5.032856 -0.26 0.00 -0.20
H 2.205211 -1.935585 4.638219 -0.37 0.09 0.24
H -2.334189 -1.262788 1.255117 -0.81 -0.47 -0.91
H -0.776639 -0.739721 1.272540 0.83 0.50 -1.44
C -0.013349 3.595993 -3.549351 0.43 -0.70 0.12
C -0.736642 2.238162 -3.395991 -0.45 1.19 1.72
C -2.268158 2.328279 -3.651110 0.13 0.51 -0.60
O -2.995270 2.674977 -2.503508 0.34 0.05 1.36
C -4.402652 2.872491 -2.603586 -0.44 -0.25 -0.72
N -0.096497 1.136726 -4.175542 -0.69 0.32 -0.44
H -0.634371 4.409655 -3.174666 0.11 -0.08 0.02
H 0.337560 3.831020 -4.554203 -0.67 -0.10 -0.45
H 0.944240 3.574395 -3.029084 -0.14 0.04 0.54
H -0.746987 1.967672 -2.340140 0.55 -0.06 0.13
H -2.561297 1.339102 -4.002831 -0.52 -0.10 -0.37
H -2.419327 3.125441 -4.378975 -0.31 -0.29 -0.64
H -4.679172 3.602900 -3.363947 0.25 0.08 -0.21
H -4.884993 3.208851 -1.685808 0.92 0.18 0.35
H -4.944778 1.952820 -2.823578 0.24 -0.35 -0.34
H 0.373411 1.598222 -4.941252 1.28 0.23 0.09
H -0.898254 0.935525 -4.755886 -0.41 -1.64 -0.14

No. 2
41
Properties=species:S:1:pos:R:3:forces:R:3 method="wB97M-V/def2-TZVPD" lumo_ev=-15.5 e_tot_ev=-24014.2046 total_charge=+3 orbital_gap_ev=1.59
In -0.435986 3.080125 0.304352 -0.08 0.19 0.01
C -1.502706 -3.743185 -2.460148 -0.29 -0.52 -0.41
C -1.499036 -2.217555 -2.348008 0.20 1.25 0.13
C -2.404956 -1.597295 -3.419248 1.49 0.69 0.22
O -2.511946 -0.108505 -3.262088 -0.28 -2.37 -0.42
C -3.418876 0.548415 -4.161218 -0.05 -0.32 1.06
N -1.959666 -1.805375 -1.007168 -0.03 -1.56 -0.64
H -1.312056 -4.042845 -3.490658 0.26 0.18 -0.21
H -2.489846 -4.157965 -2.256178 0.07 -0.09 0.46
H -0.704236 -4.178855 -1.859538 -0.32 -0.06 0.16
H -0.453406 -1.943225 -2.487638 -0.12 0.58 0.08
H -3.300936 -2.215885 -3.470788 -0.80 0.88 0.07
H -1.851836 -1.796655 -4.337088 -0.29 0.32 -0.55
H -3.230196 0.389045 -5.222868 0.61 0.02 -0.18
H -3.406886 1.596275 -3.861328 0.05 -0.13 -0.37
H -4.411016 0.119185 -4.021408 -0.33 -0.02 0.16
H -1.433426 -2.265855 -0.278388 1.12 0.44 0.40
H -2.806746 -2.333815 -0.854508 -1.34 0.61 -0.05
C 5.697834 -0.913555 1.663952 2.95 -1.38 0.12
C 4.490034 -0.077565 1.903402 -1.20 1.96 0.97
C 4.718744 0.994285 3.059532 -1.41 -2.01 -0.47
O 3.429284 1.483285 3.415962 0.56 0.30 1.19
C 3.505594 2.166095 4.705802 -0.04 -0.21 -0.39
N 4.247644 0.642045 0.685902 1.00 -0.93 0.13
H 6.575784 -0.344615 1.358002 -0.07 0.44 -0.01
H 5.650034 -1.710605 0.921982 -0.79 0.17 -0.20
H 6.046704 -1.439185 2.552822 -0.36 0.07 0.43
H 3.655894 -0.764305 2.047302 -0.22 0.26 0.68
H 5.347024 1.839455 2.778372 0.34 -0.11 -0.35
H 5.136744 0.448075 3.905112 0.27 0.31 0.19
H 4.024574 1.594745 5.475422 0.07 -0.59 -0.14
H 2.521134 2.408055 5.106312 0.03 0.02 -0.58
H 4.151274 3.033765 4.570352 -0.18 0.43 -0.08
H 5.098834 1.166795 0.543792 0.00 1.16 -0.46
H 4.287354 -0.072655 -0.026648 -0.81 0.06 -0.96
C -6.663746 2.344205 0.708512 0.81 0.63 0.15
O -5.788996 3.448645 0.373262 -0.52 -1.27 0.12
H -6.038466 1.457265 0.810832 -0.12 0.14 -0.15
H -7.158556 2.534955 1.660802 -0.03 0.11 0.34
H -7.483956 2.191595 0.007032 0.09 0.09 -0.42
H -6.317016 4.243195 0.266102 -0.25 0.28 -0.03

No. 3
53
Properties=species:S:1:pos:R:3:forces:R:3 method="wB97M-V/def2-TZVPD" lumo_ev=-1.0 e_tot_ev=-136671.4907 orbital_gap_ev=5.79
Na -1.546681 -2.015890 0.216510 0.53 -0.69 -0.25
Br -0.557711 -5.581860 -0.742120 -0.26 0.83 0.28
C -3.218061 2.695340 0.914130 -0.80 -0.81 0.05
O -3.625781 3.334060 -0.302210 1.03 -0.12 -1.54
P -3.191721 2.709110 -1.758820 -0.69 -2.34 0.17
O -2.733841 1.227310 -1.661670 -0.97 4.30 -0.37
O -4.577771 2.949540 -2.592650 2.16 0.10 1.75
C -5.026311 2.109410 -3.630370 -0.85 0.08 -0.39
O -2.261881 3.843610 -2.458030 -1.37 -3.19 0.83
C -1.565221 4.807060 -1.718020 0.63 1.44 -1.11
H -2.162681 2.760410 1.178760 0.04 0.37 -0.37
H -3.481971 1.641970 0.819910 0.15 -0.09 0.17
H -3.840661 3.114660 1.704470 0.18 0.16 -0.09
H -5.116951 1.071000 -3.311650 0.29 0.01 -0.12
H -4.439731 2.245770 -4.538890 0.18 -0.27 0.10
H -6.023811 2.502670 -3.826470 -0.06 -0.27 -0.21
H -0.488031 4.723910 -1.862390 0.07 -0.64 0.49
H -1.881851 4.877740 -0.677420 0.08 0.19 -0.25
H -1.798101 5.653850 -2.363640 -0.05 0.92 1.01
C 2.085179 1.245920 -5.101410 -1.16 0.45 -0.38
O 1.730379 0.719190 -3.787260 1.75 0.24 -0.98
P 2.839159 0.122640 -2.838830 1.04 -0.68 0.78
O 2.127439 -0.327440 -1.595160 1.96 0.45 -1.79
O 3.673299 -0.985000 -3.783090 -0.79 2.48 0.79
C 3.742889 -2.300480 -3.358380 -0.78 -2.26 0.73
O 4.034829 1.267460 -2.793660 -2.94 -0.79 1.06
C 5.313139 1.132300 -2.134980 -0.01 -0.29 -1.26
H 1.251379 1.936670 -5.226840 0.35 0.18 -0.56
H 2.074119 0.523590 -5.917640 -0.38 -0.58 0.49
H 3.037549 1.753140 -5.255760 0.08 0.11 1.05
H 3.852519 -3.038930 -4.152590 -0.05 0.59 -0.66
H 2.793979 -2.553590 -2.885510 0.20 -0.30 0.39
H 4.578079 -2.541450 -2.700730 0.02 0.54 0.34
H 5.562789 1.933170 -1.439010 -0.54 0.36 -0.35
H 5.863279 1.187790 -3.074330 1.39 -0.22 0.86
H 5.465139 0.216570 -1.563630 -0.25 -0.28 -0.43
C 2.310829 -2.932400 5.389770 0.27 1.17 -0.39
O 1.034859 -2.471840 5.865720 -1.09 0.21 -0.73
P -0.207531 -2.206710 4.849690 -0.16 -2.36 1.71
O 0.101629 -1.888650 3.447520 -0.15 0.11 0.23
O -1.091891 -3.595960 5.052440 0.64 1.97 -0.37
C -0.648121 -4.878080 4.532200 0.54 0.82 0.14
O -1.024651 -1.118950 5.689890 1.38 -1.83 0.59
C -2.155631 -0.486320 5.155950 0.04 0.85 -0.24
H 2.393289 -4.007970 5.233420 -0.39 0.06 0.04
H 3.059919 -2.603170 6.109900 -0.19 -0.19 0.17
H 2.512189 -2.367990 4.479270 0.21 -0.43 -0.26
H -1.520781 -5.326120 4.056980 0.35 -0.24 0.18
H -0.203951 -5.431970 5.359250 -0.57 -0.27 0.10
H 0.177749 -4.764270 3.830000 -0.29 0.15 -0.44
H -2.394661 -1.016090 4.233830 -0.54 0.74 -0.17
H -1.831431 0.552230 5.089600 -0.32 0.12 -1.00
H -2.998211 -0.416950 5.843960 0.08 -0.84 0.17

No. 4
63
Properties=species:S:1:pos:R:3:forces:R:3 method="wB97M-V/def2-TZVPD" lumo_ev=-0.4 e_tot_ev=-60009.3152 orbital_gap_ev=10.49 smiles="C[N+](=O)[O-].C[N+](=O)[O-].C[N+](=O)[O-].C[N+](=O)[O-].C[N+](=O)[O-].C[N+](=O)[O-].C[N+](=O)[O-].C[N+](=O)[O-].C[N+](=O)[O-]"
C -3.581238 -5.446945 5.223721 0.31 1.08 0.12
N -3.527759 -6.747316 5.874979 0.89 -2.55 -0.01
O -2.859053 -6.933215 6.884073 -0.51 0.99 -0.40
O -4.082456 -7.663782 5.287328 -0.32 0.50 0.11
H -2.789003 -4.839159 5.660824 -0.33 0.08 0.05
H -4.578634 -5.049471 5.411623 0.17 0.13 -0.09
H -3.402117 -5.560224 4.154524 -0.21 -0.24 0.20
C -4.377052 0.807550 -5.605728 -0.22 -0.30 0.46
N -3.817661 1.764961 -6.569651 -0.19 0.09 -1.68
O -4.225116 1.670108 -7.716195 -0.29 -0.42 0.08
O -3.015715 2.593512 -6.247246 0.75 0.47 1.17
H -4.243668 1.188398 -4.593173 -0.22 0.08 -0.23
H -3.850756 -0.143595 -5.685879 0.08 0.16 -0.24
H -5.407632 0.678966 -5.936594 0.09 -0.07 0.44
C 3.059995 -5.931967 2.362400 -0.34 -0.28 0.36
N 3.779089 -6.985049 3.192508 0.29 0.33 0.73
O 5.011264 -6.990700 3.208042 -1.51 0.03 -0.29
O 3.059215 -7.731343 3.844808 0.78 0.48 -0.65
H 2.000076 -6.045194 2.590093 0.15 -0.35 -0.36
H 3.310901 -6.112141 1.317089 -0.06 0.12 0.19
H 3.297763 -4.917411 2.682159 0.69 -0.29 0.00
C 0.576168 7.370742 -3.541504 -1.13 0.79 0.34
N 1.687114 6.391100 -3.410222 -0.07 -1.19 -0.37
O 2.474371 6.315971 -4.364046 -0.99 -0.06 2.07
O 1.642601 5.659784 -2.396969 0.61 1.50 -2.08
H 0.565978 8.063694 -2.700189 0.51 -0.13 0.04
H -0.390169 6.873411 -3.458168 0.32 -0.55 -0.01
H 0.543308 7.941552 -4.469525 0.75 -0.38 0.01
C 3.326647 -1.066603 -5.204978 1.23 -1.43 -0.82
N 2.052005 -0.541545 -5.704572 0.52 0.33 0.63
O 1.796608 0.564888 -5.329030 -0.62 1.65 0.57
O 1.371178 -1.182455 -6.449883 -0.48 -1.14 -0.71
H 3.656814 -1.776939 -5.962951 0.14 0.13 -0.08
H 3.231593 -1.682932 -4.310994 -0.43 0.56 0.19
H 4.052428 -0.258272 -5.115929 -0.38 -0.09 0.25
C -0.256063 0.544371 -0.673442 0.13 -0.63 0.81
N -0.568877 -0.947057 -0.654723 0.16 -1.58 -1.71
O -0.587845 -1.586438 0.406884 -0.02 1.45 -1.96
O -0.725451 -1.451776 -1.811599 0.27 1.19 3.32
H -0.859281 0.985650 -1.466853 0.22 0.00 0.30
H 0.816593 0.666913 -0.823406 -0.08 -0.33 -0.59
H -0.387356 0.940421 0.333536 -0.66 -0.07 -0.19
C -3.043771 7.054568 3.025534 0.29 -1.49 0.79
N -4.017340 6.365077 2.098437 -0.73 0.14 -1.01
O -5.115188 6.900878 1.946401 1.31 -0.81 0.19
O -3.637773 5.337455 1.512302 -0.50 1.76 1.16
H -2.300984 7.622329 2.465150 -0.36 -0.07 -0.05
H -2.581098 6.207241 3.531565 0.49 0.08 -0.28
H -3.507873 7.587324 3.855521 -0.51 0.38 -0.80
C 7.945762 -2.967999 0.144315 0.79 0.06 -0.65
N 7.144214 -1.871719 -0.447871 -2.67 -0.72 -0.48
O 7.575496 -1.228382 -1.351072 1.79 0.83 -1.02
O 5.979738 -1.737856 -0.091564 0.33 -0.46 1.00
H 7.370601 -3.892189 0.200470 -0.37 0.55 0.76
H 8.359250 -2.509888 1.042803 -0.09 -0.75 0.21
H 8.726249 -3.208657 -0.577504 0.20 0.47 0.18
C -2.586306 0.925482 5.057937 0.13 -0.31 -0.54
N -4.039304 1.066008 4.760177 -2.22 0.35 0.03
O -4.641219 2.058562 5.148319 1.36 0.17 0.31
O -4.646534 0.197745 4.163865 1.14 -0.67 -0.18
H -2.074910 1.683554 4.464738 -0.08 0.25 0.44
H -2.233564 -0.035370 4.683171 -0.35 -0.02 0.20
H -2.454252 1.015368 6.136166 0.03 0.23 -0.26

No. 5
42
Properties=species:S:1:pos:R:3:forces:R:3 method="wB97M-V/def2-TZVPD" lumo_ev=0.2 e_tot_ev=-21493.6991 orbital_gap_ev=8.42 smiles=COCCNCCOC.CO.CO.CO
C -2.498938 0.789028 1.998473 0.96 -0.61 -1.18
O -3.660854 1.115818 1.242085 0.54 0.92 1.95
C -4.052245 0.181189 0.308740 -2.02 0.02 -1.20
C -3.774727 0.628182 -1.120439 2.58 1.17 -0.86
N -3.385380 2.058530 -1.222738 -0.97 -0.08 0.85
C -2.594219 2.475159 -2.342552 0.65 -1.29 -0.05
C -1.129967 2.006588 -2.186632 0.82 2.29 -1.42
O -0.603288 2.672105 -1.051124 0.40 -1.63 1.96
C 0.845576 2.476086 -0.848740 -1.88 1.49 -1.24
H -2.007412 1.550906 2.603490 -1.37 0.64 0.31
H -1.670371 0.662306 1.301691 0.16 -0.72 -0.39
H -2.631290 -0.122690 2.581015 -0.08 0.00 0.08
H -5.140035 0.116522 0.283677 -0.27 -0.09 0.99
H -3.683714 -0.834696 0.451047 0.30 0.08 0.33
H -4.556745 0.486399 -1.866396 -0.24 -0.43 0.41
H -2.917167 0.004050 -1.371748 0.26 -0.16 -0.91
H -2.873249 2.368999 -0.409447 -0.33 -0.24 0.39
H -2.617233 3.562762 -2.411053 0.13 0.00 0.03
H -3.016659 2.073949 -3.263789 0.05 -0.02 -0.17
H -0.537076 2.484956 -2.966213 -0.17 -0.06 -1.04
H -0.894626 0.955850 -2.355900 -0.37 -0.45 0.98
H 1.128079 2.708351 0.178083 -0.31 -0.55 0.03
H 1.191799 3.317624 -1.448775 1.03 -0.31 -0.19
H 1.167546 1.516037 -1.252138 0.14 0.02 0.34
C 2.345292 -3.467980 2.551012 -0.79 -1.40 0.16
O 2.224366 -2.245626 1.921905 0.74 1.73 -0.34
H 3.031809 -4.196269 2.119287 0.35 0.23 -0.49
H 2.680026 -3.342878 3.580771 -0.28 0.30 -0.02
H 1.361355 -3.934530 2.503057 -0.06 -0.44 0.61
H 1.787321 -2.289492 1.068283 0.06 -0.39 0.08
C 2.376312 -4.370740 -4.574356 0.69 0.11 0.67
O 1.746709 -3.653629 -3.553783 -1.16 0.48 0.93
H 2.724776 -3.600811 -5.262754 0.20 -0.74 -0.81
H 3.213811 -4.840627 -4.058703 0.22 -0.15 -0.51
H 1.714566 -5.150900 -4.950558 0.18 0.09 -0.56
H 0.928528 -3.328535 -3.936525 -0.14 0.22 0.29
C 3.840469 1.767599 4.852353 -1.76 0.43 1.01
O 4.786716 1.219396 4.052979 2.19 -0.89 -1.28
H 4.091075 2.802260 5.086389 -0.10 0.08 -0.33
H 2.885014 1.667626 4.337366 -0.45 0.62 0.29
H 3.734249 1.272447 5.817566 0.06 -0.27 0.24
H 4.439802 0.438681 3.615093 0.04 0.00 0.05

No. 6
51
Properties=species:S:1:pos:R:3:forces:R:3 method="wB97M-V/def2-TZVPD" lumo_ev=0.5 e_tot_ev=-62202.5318 orbital_gap_ev=9.58
C -0.758679 3.439526 -1.033721 -1.81 -0.86 -2.35
O 0.088671 2.267076 -0.934101 1.93 0.23 -0.31
P 0.948001 1.721676 -2.186501 -1.56 2.24 -1.94
O 1.321211 2.806626 -3.096031 -0.11 -0.56 -0.18
O 2.227811 0.993746 -1.559891 3.66 0.24 -9.53
C 2.924821 -0.045604 -2.328591 1.32 -0.50 0.45
O 0.032131 0.564196 -2.782701 2.70 2.16 -0.55
C -0.798419 -0.182824 -1.953881 -0.98 1.17 -0.60
H -1.310479 3.738206 -0.142421 1.08 -0.93 -1.52
H -1.540629 3.003976 -1.655771 -0.34 0.90 -0.62
H -0.357369 4.355006 -1.468411 0.66 -0.52 -0.26
H 3.806301 0.293026 -2.873061 -0.54 0.61 -0.29
H 2.385691 -0.809814 -2.888431 -0.98 1.00 -0.44
H 3.359801 -0.708254 -1.580391 0.15 0.33 0.40
H -1.075699 0.349256 -1.043871 0.39 0.22 -1.15
H -0.331949 -1.138564 -1.714951 -0.06 1.67 -0.20
H -1.705149 -0.299764 -2.547371 0.93 0.50 0.04
C -2.463339 -4.763314 0.702589 -0.74 -1.12 -0.22
O -2.871119 -3.883894 -0.381241 2.47 1.68 0.13
P -1.792139 -2.681724 -0.754031 -1.98 -1.41 1.66
O -2.156029 -1.791034 -1.871491 -2.70 -3.77 1.90
O -1.592659 -2.005664 0.724659 -0.95 -2.27 -1.53
C -1.046629 -0.729004 0.940619 -1.33 0.81 -2.80
O -0.520469 -3.590804 -1.141191 0.34 1.65 0.93
C 0.552871 -2.995334 -1.896601 0.42 -2.24 -2.15
H -2.560499 -5.776794 0.313339 -0.45 -0.04 -0.03
H -3.156409 -4.624564 1.532349 0.16 0.07 -0.04
H -1.435009 -4.789264 1.063079 0.11 1.09 -0.28
H -1.430269 -0.051574 0.177719 -1.40 -0.02 1.40
H -0.020909 -0.618904 0.588679 -2.43 -2.19 0.54
H -1.228569 -0.275064 1.914759 -0.14 -1.11 0.01
H 0.298461 -2.199404 -2.596511 -0.28 -0.23 0.40
H 0.742481 -3.821754 -2.581571 0.50 -0.03 -0.18
H 1.525141 -2.807594 -1.441051 -0.53 0.17 1.01
C -0.604719 3.459446 1.547179 -0.15 -0.23 2.47
O -0.461529 2.041306 1.330959 0.42 -0.22 1.51
P 0.724331 1.320236 2.181519 1.96 0.39 -0.11
O 1.934651 2.180266 2.481939 -2.62 -1.45 -0.43
O 1.038111 -0.004224 1.280519 3.78 3.21 4.22
C 1.719491 0.217796 0.017929 -1.39 -0.21 3.89
O -0.053249 0.711876 3.489969 0.35 0.26 -1.47
C 0.406301 1.102606 4.756829 1.36 1.49 1.63
H -0.761809 3.614026 2.614669 0.70 0.22 0.27
H -1.539309 3.842856 1.137719 0.19 -0.45 0.87
H 0.261301 3.979066 1.137179 -0.17 0.14 0.31
H 1.811361 1.272246 -0.242451 -0.83 -0.68 4.90
H 1.068521 -0.261224 -0.713441 -0.08 -0.43 0.91
H 2.695351 -0.267674 0.007769 -0.32 0.14 0.80
H 0.197781 0.450506 5.604989 -0.14 -0.85 -0.79
H 0.033591 2.055056 5.133689 -0.80 0.28 -0.64
H 1.468871 1.344026 4.729019 0.21 -0.59 -0.04